## 1
Entry from OMol25: a cluster of 2 separate species, C6H9N2O2 in total (ωB97M-V/def2-TZVPD).

Results
LUMO energy = 3.2 eV

Structure (ORCA input):
```
! wB97M-V def2-TZVPD RIJCOSX def2/J DEFGRID3
* xyz -1 1
C 0.60734 2.77655 1.37492
C 0.95867 1.42189 1.11388
C 0.31498 -0.59430 0.67124
C 2.11633 0.72527 0.77509
N -0.06518 0.54651 1.22054
N 1.76983 -0.57725 0.52410
H -0.33448 -1.33925 0.31537
H -0.46998 3.09836 1.28381
H 1.57568 3.30897 1.37911
H 2.36347 -1.32995 0.16144
H 3.03537 1.18531 0.51290
H 0.72520 3.02435 2.53512
C -2.23232 -1.23845 -1.50718
C -1.21095 -2.29279 -1.99836
O -1.26017 -3.34516 -1.32019
O -0.44529 -2.13439 -3.01015
H -2.58958 -0.67673 -2.32067
H -1.83324 -0.62010 -0.64114
H -3.02567 -1.93881 -1.06983
*
```

Atom charges from the Mulliken analysis, given in e for atoms 1 to 2:
1 C -1.05
2 C 0.73

---

## 2
Entry from OMol25: a cluster of 2 separate species, C6H9N2O2 in total (ωB97M-V/def2-TZVPD).

Results
LUMO energy = 3.1 eV

Structure (ORCA input):
```
! wB97M-V def2-TZVPD RIJCOSX def2/J DEFGRID3
* xyz -1 1
C -0.56579 -1.13793 2.26831
C -1.35920 -0.44638 1.32597
C -1.90076 0.49441 -0.53557
C -2.81021 -0.44903 1.26960
N -0.84724 0.15242 0.24624
N -3.13826 0.22912 0.04426
H -1.72608 0.71204 -1.63030
H -0.29843 -2.17903 1.90451
H -1.07202 -1.26424 3.25029
H -3.99092 0.18737 -0.55222
H -3.43797 -0.84242 1.90530
H 0.42626 -0.65080 2.41402
C 2.60623 1.48007 -0.45135
C 2.49782 0.16080 -1.24872
O 1.65450 -0.67604 -0.81908
O 3.26190 0.10791 -2.20111
H 2.24351 1.22843 0.51409
H 2.05589 2.16705 -1.04380
H 3.55852 1.90425 -0.40345
*
```

Atom charges from the Mulliken analysis, given in e for atoms 1 to 2:
1 C -0.95
2 C 0.60

---

We find 2 to be the most stable, with the next structure 28.0 kJ/mol higher.

---

## 1
Entry from OMol25: the ion C4H10N3 with charge +1 (ωB97M-V/def2-TZVPD).

Results
LUMO energy = -4.6 eV

Structure (ORCA input):
```
! wB97M-V def2-TZVPD RIJCOSX def2/J DEFGRID3
* xyz 1 1
C -2.59020 -1.81930 -0.34136
N -1.39850 -1.28702 0.21331
C -1.04959 -0.07442 0.09205
C 0.32798 0.32639 0.49264
N 1.11361 -0.51622 1.05499
N 0.82450 1.52616 -0.11964
C 2.20341 1.74899 -0.27880
H -3.19944 -2.36019 0.45088
H -2.28185 -2.62635 -0.88261
H -3.11525 -1.08974 -0.91898
H -1.61933 0.59567 -0.43377
H 2.06701 -0.23706 1.27392
H 0.65924 -1.37266 1.14654
H 0.10798 2.07372 -0.62738
H 2.82724 0.72900 -0.32257
H 2.36740 2.07341 -1.32629
H 2.75579 2.30963 0.52710
*
```

Atom charges from the Mulliken analysis, given in e for atoms 1 to 2:
1 C -0.72
2 N -0.31

---

## 2
Entry from OMol25: the ion C4H10N3 with charge +1 (ωB97M-V/def2-TZVPD).

Results
LUMO energy = -7.0 eV

Structure (ORCA input):
```
! wB97M-V def2-TZVPD RIJCOSX def2/J DEFGRID3
* xyz 1 1
C 2.33121 -0.69078 -0.14093
C 0.89484 -0.96176 0.21937
N 0.00979 -0.07658 -0.43055
C -1.43641 -0.27309 -0.07665
C -2.18885 1.08982 0.02316
N 0.50208 1.50357 -0.14272
N 1.46640 2.08468 -0.07494
H 2.85109 -1.49894 0.31976
H 2.25019 -0.80478 -1.24663
H 2.59418 0.21599 0.41921
H 0.49405 -2.01757 -0.21110
H 0.73645 -1.14475 1.21598
H -1.62292 -0.88061 0.77732
H -1.67135 -0.79656 -0.90374
H -1.87407 1.76806 -0.73351
H -3.34322 0.96747 -0.06748
H -1.99344 1.51584 1.05344
*
```

Atom charges from the Mulliken analysis, given in e for atoms 1 to 2:
1 C -1.16
2 C -0.46

---

We find 1 to be the most stable, with the next structure 338.3 kJ/mol higher.

---

## 1
Entry from OMol25: the ion C4H10N3 with charge +1 (ωB97M-V/def2-TZVPD).

Results
LUMO energy = -3.2 eV

Structure (ORCA input):
```
! wB97M-V def2-TZVPD RIJCOSX def2/J DEFGRID3
* xyz 1 1
H 3.27246 -0.26608 0.55840
N 2.34469 -0.43527 0.18544
C 1.56816 0.54209 0.10882
C 0.17402 0.37271 -0.45808
C -0.73982 1.53431 -0.06621
C -0.37040 -0.98917 -0.12453
N -1.60942 -1.11451 0.29570
N 0.42094 -2.01736 -0.27158
H 1.81690 1.55826 0.40135
H 0.30802 0.39658 -1.54978
H -0.93660 1.53748 1.00314
H -1.67739 1.50191 -0.61554
H -0.25660 2.47448 -0.32078
H -1.99939 -2.02083 0.51527
H -2.22004 -0.31466 0.37577
H 0.11898 -2.95071 -0.02889
H 1.43741 -1.78225 -0.30871
*
```

Atom charges from the Mulliken analysis, given in e for atoms 1 to 2:
1 H 0.26
2 N -0.52

---

## 2
Entry from OMol25: the ion C4H10N3 with charge +1 (ωB97M-V/def2-TZVPD).

Results
LUMO energy = -3.6 eV

Structure (ORCA input):
```
! wB97M-V def2-TZVPD RIJCOSX def2/J DEFGRID3
* xyz 1 1
C 0.86880 -2.05589 -0.04683
C -0.13712 -0.93723 0.07338
N -1.38073 -1.07804 0.04402
C -1.99113 0.19832 0.03353
N -0.91402 1.20981 -0.01440
N 0.26148 0.49250 0.22373
C 1.57080 1.14767 0.03773
H 0.40782 -2.98716 -0.23931
H 1.42368 -2.26215 0.87438
H 1.64691 -1.81464 -0.67732
H -2.70229 0.43595 -0.86971
H -2.67964 0.27872 0.88342
H -0.87321 1.61046 -0.93861
H -1.01285 1.95157 0.74014
H 1.32014 2.14978 -0.13316
H 2.08971 0.94715 0.88297
H 2.10165 0.71321 -0.87394
*
```

Atom charges from the Mulliken analysis, given in e for atoms 1 to 2:
1 C -1.25
2 C 0.64

---

## 3
Entry from OMol25: a structure of composition C4H10N3 (ωB97M-V/def2-TZVPD).

Results
LUMO energy = -4.2 eV

Structure (ORCA input):
```
! wB97M-V def2-TZVPD RIJCOSX def2/J DEFGRID3
* xyz 1 1
C -0.03639 0.63882 -0.08186
C -1.49371 0.18495 -0.61927
C 0.57790 -0.48434 0.64716
C 0.60965 1.18996 -1.44458
N -0.34533 -1.16617 1.41553
N 1.88000 -0.48167 1.18676
N -1.97087 -0.83572 -0.15947
H 0.11448 1.62014 0.46361
H -2.02256 0.66698 -1.37976
H -0.13108 1.92426 -1.89060
H 0.82619 0.56563 -2.34961
H 1.51200 1.66866 -1.21468
H -0.17150 -1.51588 2.34675
H 2.15598 -1.27287 1.84525
H 2.67201 -0.18442 0.64570
H -2.93056 -1.20860 -0.21269
H -1.24621 -1.30973 0.80175
*
```

Atom charges from the Mulliken analysis, given in e for atoms 1 to 2:
1 C 0.48
2 C -0.40

---

## 4
Entry from OMol25: the ion C4H10N3 with charge +1 (ωB97M-V/def2-TZVPD).

Results
LUMO energy (alpha / beta) = -4.2 / -4.2 eV

Structure (ORCA input):
```
! wB97M-V def2-TZVPD RIJCOSX def2/J DEFGRID3
* xyz 1 1
C -0.52373 -0.07787 0.49425
C -1.31957 0.74314 -1.67731
C 2.07386 0.40149 0.52073
C -2.11492 -1.28254 -0.80267
N -1.17249 -0.08077 -0.67506
N 0.76576 0.44482 0.84445
N 3.03739 0.38640 1.52799
H -0.81964 -0.57229 1.42258
H -0.64651 1.60602 -1.54185
H -1.73872 0.49058 -2.58459
H 2.38697 0.08248 -0.47654
H -1.66566 -1.89265 -1.52351
H -2.22889 -1.77665 0.08821
H -3.14229 -0.98288 -1.10145
H 0.56325 0.81467 1.84952
H 3.93647 0.79670 1.28110
H 2.60872 0.89936 2.35416
*
```

Atom charges from the Mulliken analysis, given in e for atoms 1 to 2:
1 C -0.16
2 C -0.41

---

We find 1 to be the most stable, with the next structure 275.3 kJ/mol higher.

---

## 1
Entry from OMol25: the ion C4H10N3 with charge +1 (ωB97M-V/def2-TZVPD).

Results
LUMO energy = -3.1 eV

Structure (ORCA input):
```
! wB97M-V def2-TZVPD RIJCOSX def2/J DEFGRID3
* xyz 1 1
N -0.35101 1.45967 -0.23458
C -1.01119 0.18600 -0.08613
C -0.53420 -0.44735 1.26470
N 0.88272 -0.10119 1.31781
C 1.49595 -0.01994 0.12339
N 1.02014 -0.56910 -0.97982
C -0.41346 -0.74985 -1.13001
H -0.58452 1.74426 -1.15074
H -0.64855 2.18586 0.47065
H -2.09008 0.26163 -0.23060
H -1.08254 -0.01356 2.09549
H -0.77247 -1.56901 1.18469
H 1.39446 0.40794 2.09108
H 2.48427 0.27510 0.21192
H 1.71376 -0.57577 -1.75761
H -0.67033 -1.81206 -1.07225
H -0.83294 -0.66265 -2.11798
*
```

Atom charges from the Mulliken analysis, given in e for atoms 1 to 2:
1 N -0.54
2 C -0.14

---

## 2
Entry from OMol25: the ion C4H10N3 with charge +1 (ωB97M-V/def2-TZVPD).

Results
LUMO energy (alpha / beta) = -5.8 / -5.8 eV

Structure (ORCA input):
```
! wB97M-V def2-TZVPD RIJCOSX def2/J DEFGRID3
* xyz 1 1
C -0.81942 1.84452 -0.15296
N -0.06856 0.79779 0.46376
C 1.17364 0.32687 -0.01235
C 1.13747 -1.25147 -0.12260
N -0.05901 -1.60355 -0.79579
N -1.18091 -1.24734 -0.37598
C -1.10405 -0.59344 0.80129
H -0.23839 2.86191 0.04039
H -0.62537 1.69916 -1.21826
H -1.91209 2.02065 0.05807
H 1.80163 0.73376 0.84927
H 1.58055 0.63756 -0.93403
H 2.08891 -1.43275 -0.68188
H 0.99607 -1.53222 0.84962
H -0.17228 -2.12324 -1.66208
H -1.99408 -0.11014 1.33895
H -0.60411 -1.02809 1.55458
*
```

Atom charges from the Mulliken analysis, given in e for atoms 1 to 2:
1 C -0.80
2 N -0.10

---

## 3
Entry from OMol25: a cluster of 2 separate species, C4H10N3 in total (ωB97M-V/def2-TZVPD).

Results
LUMO energy = -3.9 eV

Structure (ORCA input):
```
! wB97M-V def2-TZVPD RIJCOSX def2/J DEFGRID3
* xyz 1 1
C -2.27022 -0.16330 0.05955
C -0.05642 0.71476 0.16998
C -0.93625 -0.31817 0.14853
C -0.37397 -1.69877 0.22493
N -3.39871 -0.11031 -0.21901
N 2.78781 0.03359 -0.13328
N -0.41344 1.94606 -0.07321
H 0.95010 0.48869 0.21255
H -0.94593 -2.51350 -0.15648
H 0.11041 -1.98779 1.20333
H 0.42020 -1.78036 -0.42908
H -4.32942 -0.08525 -0.53006
H 3.40736 0.17704 0.72683
H 3.28459 -0.64419 -0.62420
H -1.36426 2.40450 0.08951
H 0.39782 2.59608 -0.03878
H 2.73035 0.94093 -0.63111
*
```

Atom charges from the Mulliken analysis, given in e for atoms 1 to 2:
1 C 0.17
2 C -0.16

---

We find 1 to be the most stable, with the next structure 129.6 kJ/mol higher.